(1)
Formula: C32H33F3N6O3PtS2Si
Source: the Open Molecules 2025 dataset
Level of theory: the ωB97M-V functional and the def2-TZVPD basis

Last column: Mulliken charge in e.
CARTESIAN COORDINATES (ANGSTROEM)
1 Pt 0.0115 -0.5638 1.0972  0.753
2 N -3.7868 5.5216 3.9272  -0.649
3 C -2.6561 4.8671 3.4001  1.230
4 C -2.1707 3.7067 3.9918  -0.623
5 C -1.0863 3.0429 3.4438  -0.275
6 C -0.4837 3.5241 2.2920  -0.898
7 C -0.9580 4.6865 1.6985  -0.234
8 C -2.0363 5.3545 2.2517  -0.949
9 S 0.9142 2.6681 1.6078  1.595
10 O 1.7031 3.6715 0.9275  -0.776
11 O 1.5162 1.9639 2.7151  -0.846
12 N 0.4114 1.5372 0.5845  -0.383
13 C -0.2147 1.8872 -0.5925  -0.064
14 N -0.4087 0.8701 -1.4580  0.171
15 C -1.0385 1.1314 -2.5778  -0.366
16 C -1.4958 2.4057 -2.9086  -0.966
17 C -1.2262 3.3812 -1.9722  -0.196
18 N -0.5933 3.1467 -0.8311  -0.224
19 H -3.9649 5.2928 4.8927  0.232
20 H -3.7749 6.5198 3.7867  0.217
21 H -2.6628 3.3014 4.8693  0.062
22 H -0.7008 2.1467 3.9111  0.776
23 H -0.4760 5.0469 0.8031  0.482
24 H -2.4184 6.2536 1.7786  0.266
25 H -1.1841 0.2903 -3.2518  0.442
26 H -2.0228 2.6157 -3.8284  0.398
27 H -1.5356 4.4117 -2.1355  0.423
28 C -3.9768 0.7288 5.7326  -1.548
29 C -3.0245 0.4600 4.5961  1.170
30 C -1.7007 0.0826 4.8445  -1.124
31 C -0.9316 -0.1583 3.7327  0.230
32 N -1.3964 -0.0359 2.4847  -0.730
33 C -2.7098 0.3405 2.2915  0.111
34 S -3.3260 0.5322 0.7487  -0.479
35 N -3.5042 0.5904 3.3843  -0.519
36 H -3.4589 1.1485 6.5970  0.350
37 H -4.4536 -0.2038 6.0450  0.409
38 H -4.7583 1.4095 5.3987  0.355
39 H -1.2969 -0.0206 5.8415  0.302
40 H 0.1073 -0.4490 3.8110  0.335
41 C 5.6197 -1.2539 -1.2715  -1.884
42 C 4.4355 -1.1690 -0.3091  2.444
43 C 4.4634 -2.3744 0.6378  -1.748
44 C 4.5705 0.1062 0.5311  -1.770
45 Si 2.7097 -1.1719 -1.1524  -0.378
46 O 1.6530 -1.0795 0.0118  0.222
47 C 2.6561 -2.7830 -2.1671  0.556
48 C 1.7956 -3.8123 -1.7804  -0.420
49 C 1.7635 -5.0264 -2.4581  -0.665
50 C 2.6007 -5.2452 -3.5424  -0.458
51 C 3.4737 -4.2410 -3.9414  -0.868
52 C 3.4973 -3.0315 -3.2589  -0.343
53 C 2.6494 0.2760 -2.3874  0.994
54 C 2.5672 0.1508 -3.7751  -0.608
55 C 2.4714 1.2636 -4.6059  -0.742
56 C 2.4508 2.5383 -4.0609  -0.674
57 C 2.5230 2.6918 -2.6815  -0.918
58 C 2.6252 1.5760 -1.8650  0.025
59 H 6.5635 -1.1543 -0.7169  0.509
60 H 5.5908 -0.4551 -2.0197  0.288
61 H 5.6491 -2.2127 -1.7953  0.321
62 H 5.4055 -2.3916 1.2043  0.503
63 H 4.3841 -3.3183 0.0897  0.378
64 H 3.6334 -2.3272 1.3455  0.172
65 H 5.4809 0.0529 1.1453  0.550
66 H 3.7154 0.2403 1.1974  0.165
67 H 4.6535 0.9963 -0.0961  0.311
68 H 1.1408 -3.6541 -0.9346  0.373
69 H 1.0790 -5.8020 -2.1336  0.438
70 H 2.5763 -6.1908 -4.0730  0.344
71 H 4.1371 -4.3997 -4.7849  0.361
72 H 4.1904 -2.2653 -3.5888  0.471
73 H 2.5390 -0.8338 -4.2262  0.458
74 H 2.3939 1.1301 -5.6799  0.369
75 H 2.3568 3.4069 -4.7035  0.350
76 H 2.4714 3.6760 -2.2309  0.458
77 H 2.6311 1.7212 -0.7915  0.067
78 F -1.5297 -2.7364 2.1780  -0.288
79 C -0.3654 -2.4685 1.4995  0.731
80 F -0.4767 -3.2496 0.3715  -0.250
81 F 0.5902 -3.1281 2.2529  -0.308

charge = -2
calculated total energy = -3298.46852 Ha
HOMO level = -1.8 eV
LUMO level = 4.404 eV

(2)
Formula: C15H18B3F2N10Tl
Source: the Open Molecules 2025 dataset
Level of theory: the ωB97M-V functional and the def2-TZVPD basis

Last column: Mulliken charge in e.
CARTESIAN COORDINATES (ANGSTROEM)
1 Tl 0.4704 -0.8603 -0.4881  0.841
2 C -0.4424 -1.1304 -4.3291  -0.665
3 C 0.9027 -0.7141 -4.6665  -0.180
4 N 1.5025 0.2983 -4.1769  -0.868
5 N -0.6062 0.6351 -2.7207  0.024
6 C -1.1282 -0.4057 -3.4002  -0.001
7 B -1.5466 1.5270 -1.9124  0.294
8 N -2.7071 0.6659 -1.2976  0.144
9 C -4.0265 0.8758 -1.4119  -0.305
10 C -4.6890 -0.1299 -0.7300  -0.935
11 C -3.6483 -0.9195 -0.2173  -0.336
12 N -2.4633 -0.4366 -0.5688  -0.182
13 N -0.8059 2.2173 -0.7282  0.139
14 C -0.7209 3.5294 -0.4765  -0.223
15 C -0.0324 3.7031 0.7106  -1.215
16 C 0.2805 2.3974 1.1157  -0.300
17 N -0.1953 1.5177 0.2459  0.045
18 H -0.9063 -1.9780 -4.8173  0.329
19 H 1.4259 -1.3314 -5.4165  0.223
20 H -2.1539 -0.6827 -3.1665  0.156
21 H -2.0905 2.4133 -2.5475  -0.272
22 H -4.3945 1.7193 -1.9719  0.422
23 H -5.7517 -0.2664 -0.6188  0.380
24 H -3.7103 -1.8130 0.3852  0.305
25 H -1.1376 4.2393 -1.1709  0.422
26 H 0.2281 4.6290 1.1950  0.387
27 H 0.8491 2.0427 1.9611  0.379
28 B 1.8550 -0.9590 3.9522  0.095
29 N 2.8682 -0.6582 2.8018  -0.025
30 C 4.1882 -0.8915 2.7824  -0.258
31 C 4.7037 -0.4130 1.5902  -1.003
32 C 3.5812 0.1097 0.9310  -0.223
33 N 2.4854 -0.0427 1.6678  -0.150
34 N 0.7412 -1.9013 3.4238  0.623
35 C -0.4049 -1.5176 2.8322  -0.406
36 C -1.0728 -2.6478 2.4002  -0.236
37 C -0.2167 -3.6954 2.7763  -0.333
38 N 0.8705 -3.2418 3.3893  -0.974
39 H 1.3245 0.0789 4.2956  -0.176
40 H 2.4733 -1.4988 4.8439  -0.206
41 H 4.6622 -1.3843 3.6156  0.397
42 H 5.7256 -0.4460 1.2508  0.373
43 H 3.5066 0.5760 -0.0417  0.533
44 H -0.6583 -0.4728 2.7518  0.497
45 H -2.0109 -2.6954 1.8746  0.118
46 H -0.3434 -4.7583 2.6285  0.430
47 F 1.6483 1.0832 -1.9186  -0.318
48 B 0.8251 1.1357 -3.1198  0.639
49 F 0.7458 2.4977 -3.5077  -0.404

charge = -2
calculated total energy = -1577.08918 Ha
HOMO level = -1.8 eV
LUMO level = 4.858 eV

(3)
Formula: C15H40N3O8Y2
Source: the Open Molecules 2025 dataset
Level of theory: the ωB97M-V functional and the def2-TZVPD basis

Last column: Mulliken charge in e.
CARTESIAN COORDINATES (ANGSTROEM)
1 Y -3.7609 -2.3181 -15.4872  1.823
2 Y -5.2894 2.3079 -13.6568  1.220
3 O -2.0154 -0.2716 -11.9878  -0.126
4 C -3.1910 -0.1619 -12.5428  0.402
5 O -3.6052 -1.0413 -13.3392  -0.458
6 O -3.8973 0.8823 -12.3321  -0.289
7 H -2.1949 0.3851 -11.3109  0.009
8 C -1.9328 -0.5298 -8.0477  -1.659
9 C -2.6447 0.7032 -8.6669  1.842
10 C -3.6282 1.4636 -7.7369  -0.989
11 O -4.5511 2.1562 -8.5468  -0.354
12 C -5.7591 2.4271 -8.0025  -0.707
13 N -1.7244 1.5720 -9.3287  -0.430
14 H -2.7368 -1.2507 -7.8995  0.446
15 H -1.3913 -0.3420 -7.1206  0.402
16 H -1.1699 -0.9128 -8.7255  0.276
17 H -3.2685 0.2964 -9.4627  -0.945
18 H -3.1639 2.0451 -6.9405  0.392
19 H -4.0883 0.6452 -7.1832  0.446
20 H -6.1736 3.0411 -8.8021  0.112
21 H -5.7018 3.0857 -7.1359  0.475
22 H -6.4194 1.6225 -7.6788  0.324
23 H -0.8262 1.6412 -8.8719  0.262
24 H -2.2816 2.4132 -9.3723  0.204
25 C -6.5597 -0.4775 -10.3072  -1.333
26 C -7.3049 0.4497 -11.2134  0.201
27 C -8.6745 1.0906 -10.6963  -0.955
28 O -8.2598 2.0790 -9.8076  -0.246
29 C -9.4011 2.8541 -9.4588  -0.845
30 N -6.4103 1.5558 -11.5597  -0.136
31 H -6.2040 0.0739 -9.4368  0.334
32 H -5.6478 -0.9098 -10.7191  0.126
33 H -7.0237 -1.4124 -9.9928  0.476
34 H -7.4935 -0.1885 -12.0767  0.251
35 H -9.2584 0.3381 -10.1663  0.472
36 H -9.2994 1.4171 -11.5276  0.567
37 H -9.1150 3.7280 -8.8735  0.301
38 H -10.2160 2.2694 -9.0320  0.326
39 H -9.8503 3.1626 -10.4028  0.350
40 H -5.7451 1.1618 -10.9098  -0.093
41 H -6.7801 2.3740 -11.0973  0.513
42 C -0.2267 -1.3842 -15.1444  -1.142
43 C -0.5007 -2.8710 -15.5099  0.096
44 C -0.7525 -3.7282 -14.2848  -0.774
45 O -2.0102 -3.3865 -13.8216  -0.007
46 C -2.4126 -4.0838 -12.6611  -0.816
47 N -1.6492 -2.8543 -16.4394  -0.613
48 H 0.7012 -1.4139 -14.5732  0.384
49 H -1.0548 -0.8199 -14.7156  0.040
50 H 0.0989 -0.8516 -16.0379  0.461
51 H 0.3841 -3.1800 -16.0664  0.536
52 H 0.0015 -3.7363 -13.4978  0.382
53 H -0.7939 -4.7376 -14.6940  0.428
54 H -1.6127 -3.8270 -11.9666  0.231
55 H -2.3425 -5.1426 -12.9104  0.370
56 H -3.3745 -3.8168 -12.2233  0.367
57 H -1.3850 -2.4079 -17.3060  0.356
58 H -1.7549 -3.7888 -16.8079  0.401
59 C 1.0897 -1.4118 -11.1497  0.255
60 C 2.5826 -1.3536 -10.6382  -0.743
61 O 2.7609 -0.5285 -9.4563  -0.518
62 O 0.5197 -0.1695 -11.3616  -0.509
63 H 0.5743 -1.8593 -10.2999  0.225
64 H 0.9550 -2.1111 -11.9749  -0.124
65 H 3.1422 -0.8931 -11.4523  0.353
66 H 3.0406 -2.3272 -10.4635  0.363
67 H 2.4557 0.3769 -9.5493  0.305
68 H -0.4019 -0.2693 -11.6111  0.704

charge = +4
calculated total energy = -1436.69229 Ha
HOMO level (spin up / spin down) = -17.3 / -17.3 eV
expectation value of S² = 0.7507
2S+1 = 2
LUMO level (spin up / spin down) = -15.161 / -15.119 eV

(4)
Formula: C6H13N
Source: the Open Molecules 2025 dataset
Level of theory: the ωB97M-V functional and the def2-TZVPD basis

Last column: Mulliken charge in e.
CARTESIAN COORDINATES (ANGSTROEM)
1 C 2.0310 0.6846 0.4830  -0.756
2 C 0.6900 0.8375 -0.0976  -0.263
3 C -0.2160 -0.2409 -0.2456  0.691
4 C 0.0685 -1.5961 -0.2979  -0.842
5 C -1.6602 0.1323 -0.5540  -0.638
6 C -2.5787 0.3601 0.6924  -1.176
7 N 3.0732 0.1530 -0.4628  -0.496
8 H 2.4848 1.6414 0.7430  0.302
9 H 2.0742 0.0115 1.3404  0.386
10 H 0.2750 1.7630 -0.4770  0.413
11 H -0.3184 -0.9453 1.4402  0.387
12 H 1.0327 -2.0359 -0.5435  0.234
13 H -0.6921 -2.3238 -0.5748  0.314
14 H -1.6804 1.0552 -1.1179  0.425
15 H -2.1509 -0.6256 -1.1598  0.411
16 H -2.0921 1.2156 1.1667  0.355
17 H -2.8715 -0.4583 1.3332  0.378
18 H -3.4587 0.7852 0.2172  0.356
19 H 3.1418 -0.8663 -0.4741  0.265
20 H 2.8481 0.4527 -1.4113  0.255

charge = +1
calculated total energy = -290.70849 Ha
HOMO level (spin up / spin down) = -13.5 / -13.7 eV
expectation value of S² = 0.7712
2S+1 = 2
LUMO level (spin up / spin down) = -6.262 / -6.628 eV